[1]
{
  "formula": "C29H64BN6O10S4",
  "method": "ωB97M-V with the def2-TZVPD basis set",
  "multiplicity": 1,
  "gap_ev": 9.71,
  "total_energy_ev": -104538.6063,
  "homo_energy_ev": -11.6,
  "charge": 1,
  "species": ["C", "C", "C", "N", "C", "B", "N", "O", "C", "N", "C", "C", "O", "N", "C", "C", "C", "C", "N", "C", "C", "N", "H", "H", "H", "H", "H", "H", "H", "H", "H", "H", "H", "H", "H", "H", "H", "H", "H", "H", "H", "H", "H", "H", "H", "H", "H", "H", "H", "H", "H", "H", "H", "H", "C", "C", "C", "S", "O", "O", "C", "H", "H", "H", "H", "H", "H", "H", "H", "C", "C", "C", "S", "O", "O", "C", "H", "H", "H", "H", "H", "H", "H", "H", "C", "C", "C", "S", "O", "O", "C", "H", "H", "H", "H", "H", "H", "H", "H", "C", "C", "C", "S", "O", "O", "C", "H", "H", "H", "H", "H", "H", "H", "H"],
  "positions_angstrom": [[2.60212, 3.16025, -0.39726], [1.34096, 2.28548, -0.46167], [0.08184, 3.13925, -0.68825], [-0.87647, 2.60802, -1.67491], [-1.56780, 1.35387, -1.47545], [-1.96391, 1.01587, 0.08246], [-3.29445, 1.15354, 0.62627], [-0.90662, 0.60129, 0.87284], [-2.81038, 1.36981, -2.35864], [-3.41027, 0.05111, -2.53972], [-4.64376, 0.18114, -3.31947], [-5.86126, 0.35426, -2.44486], [-5.79121, 0.85126, -1.35065], [-7.06688, -0.07843, -3.06386], [-8.08937, 0.97775, -2.95076], [-7.50420, -1.31048, -2.38648], [-2.43405, -0.74704, -3.28834], [-1.23474, -1.03668, -2.41269], [-0.25474, -1.87585, -3.05194], [-0.03884, -3.20312, -2.44363], [1.40238, -3.67633, -2.61619], [-0.61807, 0.25936, -1.97593], [2.67422, 3.79643, -1.28591], [2.59244, 3.80474, 0.48376], [3.49943, 2.53496, -0.38124], [1.50029, 1.59057, -1.29446], [1.27022, 1.74163, 0.48082], [0.43102, 4.08438, -1.11553], [-0.39319, 3.41608, 0.26075], [-1.54378, 3.31717, -1.94605], [-3.74610, 2.04058, 0.43116], [-3.93893, 0.44345, 0.28830], [-0.81536, -0.34797, 1.00921], [-2.54883, 1.81053, -3.33905], [-3.53801, 2.03151, -1.88071], [-4.78134, -0.67006, -3.98777], [-4.61832, 1.07838, -3.96309], [-7.63514, 1.95567, -3.11394], [-8.85412, 0.80771, -3.70969], [-8.55934, 0.99312, -1.96082], [-7.84671, -1.10432, -1.36611], [-6.67492, -2.02116, -2.33226], [-8.30216, -1.77375, -2.96970], [-2.11099, -0.21039, -4.19844], [-2.85423, -1.70709, -3.59128], [-1.59874, -1.51103, -1.48859], [0.64404, -1.41552, -3.12925], [-0.30390, -3.19922, -1.37808], [-0.69818, -3.92157, -2.94094], [1.60352, -4.43658, -1.85541], [2.10837, -2.85718, -2.43950], [1.57530, -4.14298, -3.58581], [0.00996, 0.05137, -1.19406], [-0.03718, 0.68369, -2.70656], [5.91925, -7.70939, -3.16281], [5.97953, -6.59971, -2.10285], [4.84404, -5.61449, -2.40908], [3.55583, -6.58038, -3.21861], [3.39753, -6.09666, -4.56737], [2.40779, -6.70225, -2.35352], [4.45524, -8.12680, -3.24954], [6.55520, -8.55334, -2.90257], [6.25252, -7.32318, -4.12796], [5.83737, -7.03119, -1.11076], [6.94258, -6.09258, -2.10501], [4.41908, -5.15955, -1.51772], [5.15071, -4.84204, -3.11151], [4.19175, -8.66196, -4.15854], [4.14412, -8.69599, -2.37436], [-1.61498, -0.35836, 3.88750], [-2.52151, -0.86377, 5.02163], [-1.68106, -1.82448, 5.87935], [0.02731, -1.28716, 5.68152], [0.74362, -2.31725, 4.96470], [0.55139, -0.76379, 6.91543], [-0.30085, 0.03904, 4.53839], [-2.05464, 0.47557, 3.34439], [-1.42933, -1.16555, 3.17193], [-2.85129, -0.01569, 5.62353], [-3.41221, -1.36257, 4.64322], [-1.92813, -1.80244, 6.93727], [-1.73264, -2.84644, 5.50954], [0.54156, 0.10941, 3.85228], [-0.38738, 0.96046, 5.11343], [-0.26213, 8.92871, 1.82582], [-1.22697, 9.14000, 0.65078], [-0.91672, 8.06098, -0.39512], [-0.25875, 6.65936, 0.52181], [1.10868, 6.42988, 0.12768], [-1.21085, 5.57305, 0.48891], [-0.29733, 7.43468, 2.13306], [-0.54808, 9.51607, 2.69607], [0.74879, 9.22437, 1.53906], [-2.25565, 9.03229, 0.99845], [-1.12882, 10.13467, 0.22064], [-1.79610, 7.72751, -0.93949], [-0.14343, 8.37414, -1.09391], [0.55049, 7.07524, 2.71154], [-1.23129, 7.14016, 2.61000], [5.11541, -2.21033, 4.17847], [5.84710, -0.89292, 3.87902], [5.14023, -0.23963, 2.68321], [3.43059, -0.80273, 2.75354], [3.15267, -1.60159, 1.58138], [2.55506, 0.30350, 3.06936], [3.62935, -1.87250, 4.16870], [5.41540, -2.63500, 5.13435], [5.33644, -2.94383, 3.40003], [5.78495, -0.23584, 4.74782], [6.90203, -1.05363, 3.66400], [5.14057, 0.84649, 2.72361], [5.54608, -0.57441, 1.73076], [2.96349, -2.72073, 4.04815], [3.33680, -1.30295, 5.04975]]
}



[2]
{
  "formula": "C29H65BN2O7P",
  "method": "ωB97M-V with the def2-TZVPD basis set",
  "multiplicity": 1,
  "gap_ev": 6.03,
  "total_energy_ev": -58401.4274,
  "homo_energy_ev": -4.2,
  "charge": -1,
  "species": ["C", "C", "C", "C", "C", "C", "C", "C", "P", "C", "C", "C", "C", "O", "B", "C", "C", "O", "C", "C", "O", "C", "C", "C", "C", "C", "O", "O", "H", "H", "H", "H", "H", "H", "H", "H", "H", "H", "H", "H", "H", "H", "H", "H", "H", "H", "H", "H", "H", "H", "H", "H", "H", "H", "H", "H", "H", "H", "H", "H", "H", "H", "H", "H", "H", "H", "H", "H", "H", "H", "H", "C", "C", "C", "O", "C", "N", "H", "H", "H", "H", "H", "H", "H", "H", "H", "H", "H", "C", "C", "C", "O", "C", "N", "H", "H", "H", "H", "H", "H", "H", "H", "H", "H", "H"],
  "positions_angstrom": [[-0.60545, -2.81325, -0.00734], [0.26043, -1.55206, 0.48793], [-0.44980, -0.64624, 1.59886], [-1.82779, 0.03281, 1.12015], [-1.48651, 1.23177, 0.07523], [-2.63103, 1.28535, -1.07050], [-2.03855, 2.02389, -2.36074], [-2.50247, 3.59352, -2.48647], [-2.59976, 3.81356, -4.35086], [-2.72335, 5.60750, -4.91144], [-3.47234, 6.61433, -3.91034], [-4.17988, 2.98577, -5.07513], [-4.93853, 2.03686, -4.03471], [-3.69550, 3.98060, -1.78003], [-3.53934, 4.79378, -0.55579], [-3.97257, 3.98808, 0.81259], [-5.52545, 3.56325, 0.63143], [-6.39898, 4.74367, 0.58744], [-6.47402, 5.34081, 1.91634], [-5.93216, 6.84905, 1.76911], [-2.07441, 5.12090, -0.58323], [-1.37832, 4.33279, -1.59874], [-0.37838, 5.40382, -2.22736], [1.02245, 4.77047, -2.75569], [2.13081, 4.84073, -1.58470], [2.62595, 6.31738, -1.26574], [2.95124, 7.17632, -2.11024], [2.67432, 6.72741, 0.10713], [-1.69621, -2.69207, 0.31030], [-0.20841, -3.75808, 0.53495], [-0.49239, -2.92430, -1.14776], [0.66355, -0.94573, -0.40400], [1.20527, -1.99216, 0.98494], [-0.59663, -1.21649, 2.57592], [0.27526, 0.21936, 1.82982], [-2.33626, 0.52310, 2.01238], [-2.54447, -0.73794, 0.65238], [-0.48636, 0.93871, -0.40332], [-1.34872, 2.23658, 0.59025], [-2.82127, 0.17805, -1.34109], [-3.62390, 1.68902, -0.69658], [-0.89259, 2.02618, -2.23369], [-2.21226, 1.44650, -3.34379], [-1.65438, 6.01678, -5.05162], [-3.16894, 5.59386, -5.97455], [-4.15852, 7.27802, -4.56235], [-4.15184, 6.12520, -3.14425], [-2.69511, 7.32298, -3.46008], [-3.97636, 2.50029, -6.09298], [-4.90647, 3.85655, -5.29847], [-4.32443, 1.15643, -3.65335], [-5.39112, 2.60742, -3.14362], [-5.84185, 1.57987, -4.58866], [-4.00474, 5.90649, -0.63128], [-3.32594, 3.07412, 1.03101], [-3.81487, 4.71836, 1.68486], [-5.70578, 2.99404, -0.35364], [-5.84134, 2.89671, 1.51882], [-7.58890, 5.29201, 2.20738], [-5.85685, 4.77302, 2.69422], [-5.29611, 7.15794, 2.67890], [-6.81348, 7.54969, 1.59498], [-5.24920, 6.87575, 0.84998], [-0.68369, 3.70600, -0.91803], [-0.81140, 6.07712, -3.03298], [-0.07434, 6.10804, -1.36516], [0.82493, 3.64514, -2.90725], [1.38472, 5.26921, -3.71940], [3.06815, 4.22142, -1.84447], [1.72250, 4.41349, -0.59604], [1.77156, 6.87153, 0.46291], [2.94953, -8.16874, 1.95528], [2.06101, -7.14285, 2.65206], [1.03447, -6.48124, 1.71047], [1.58073, -5.47685, 0.86338], [2.18454, -5.97126, -0.32047], [2.91228, -6.14406, 3.31116], [3.70810, -7.70597, 1.32141], [3.48033, -8.77563, 2.69531], [2.35429, -8.84701, 1.33792], [1.49862, -7.67616, 3.42612], [0.29233, -5.96770, 2.33112], [0.48449, -7.22804, 1.12493], [1.66248, -6.84848, -0.71350], [3.23639, -6.20288, -0.13889], [2.14677, -5.18072, -1.07248], [2.31840, -5.51092, 3.84400], [3.30212, -5.54823, 2.57946], [7.96572, -8.28158, 3.72190], [7.36507, -6.97034, 4.21932], [6.21101, -6.45104, 3.33780], [6.63352, -5.83214, 2.12519], [6.89285, -6.73481, 1.06343], [8.43689, -5.97453, 4.34960], [8.59316, -8.14824, 2.83900], [8.59727, -8.72720, 4.49625], [7.18145, -9.00396, 3.47924], [6.95396, -7.16162, 5.21628], [5.68719, -5.66992, 3.89715], [5.47249, -7.23498, 3.13792], [6.21376, -7.59251, 1.07735], [7.93139, -7.07070, 1.09876], [6.75208, -6.19784, 0.12301], [8.04714, -5.12848, 4.76124], [8.69673, -5.68446, 3.40653]]
}